Entry from OMol25: a cluster of 15 separate species, C18H66N8O15 in total (ωB97M-V/def2-TZVPD).

XYZ file:
```
107
Properties=species:S:1:pos:R:3:forces:R:3
C -2.195701 0.149047 5.683505 -2.3 0.0 -0.3
C -1.935701 1.309047 4.801505 1.8 0.1 -0.6
O -2.495701 1.088047 3.517505 -2.3 0.6 0.1
H -1.723701 -0.747953 5.330505 0.1 -0.4 0.0
H -3.287701 -0.001953 5.817505 0.4 -0.2 -0.4
H -1.928701 0.412047 6.647505 1.2 0.2 2.1
H -0.828701 1.289047 4.642505 -0.6 0.4 -0.1
H -2.147701 2.310047 5.234505 -0.3 -0.6 -0.3
H -3.507701 1.116047 3.592505 2.2 0.0 -0.3
C 1.341299 -3.068953 -2.980495 0.4 -0.6 2.3
C 0.273299 -2.147953 -2.453495 0.3 0.7 -1.2
O 0.761299 -0.818953 -2.745495 0.3 -0.9 0.9
H 1.090299 -4.109953 -2.967495 -0.3 -0.7 0.3
H 2.267299 -2.928953 -2.421495 -0.1 -0.2 0.2
H 1.598299 -2.849953 -3.957495 0.2 0.7 -2.2
H 0.056299 -2.186953 -1.375495 0.0 -0.3 -0.4
H -0.628701 -2.321953 -3.069495 0.0 0.1 0.7
H 0.207299 -0.484953 -3.439495 -0.7 1.0 -0.6
C 2.228299 1.318047 -4.371495 1.4 0.0 1.1
C 2.954299 0.238047 -5.131495 -2.5 0.5 -1.9
O 4.299299 0.454047 -5.239495 2.7 0.7 -0.5
H 2.358299 1.232047 -3.298495 -0.1 -0.2 0.2
H 1.205299 1.444047 -4.595495 -1.3 -0.5 -0.2
H 2.621299 2.284047 -4.599495 0.7 0.7 -0.5
H 2.452299 0.241047 -6.134495 0.5 -0.2 0.3
H 2.851299 -0.735953 -4.748495 -0.9 -1.3 0.9
H 4.675299 -0.085953 -5.957495 -0.3 0.4 0.5
C 3.931299 2.218047 1.423505 -5.8 -1.0 -1.8
O 2.726299 1.936047 0.908505 5.5 1.9 2.2
N 4.595299 3.380047 1.341505 1.6 1.2 -0.9
N 4.561299 1.372047 2.196505 -0.2 -5.3 1.5
H 4.084299 4.162047 0.931505 0.7 -0.4 -0.1
H 5.666299 3.322047 1.387505 -2.7 0.7 -0.2
H 4.258299 0.362047 2.391505 -0.1 2.7 -0.8
H 5.408299 1.540047 2.657505 1.1 0.9 0.5
C -0.337701 0.247047 0.294505 -4.7 -1.4 -3.5
O -1.399701 -0.041953 -0.500495 4.0 1.0 3.1
N -0.499701 0.413047 1.572505 -1.2 -0.1 3.9
N 0.897299 0.306047 -0.120495 1.1 -1.2 -2.8
H -1.436701 0.376047 2.025505 1.1 0.0 -0.7
H 0.336299 0.334047 2.207505 -0.9 0.5 -1.1
H 1.020299 0.078047 -1.130495 0.0 0.5 0.8
H 1.667299 0.654047 0.433505 0.1 0.8 0.1
C -2.442701 -0.332953 -3.729495 4.1 4.2 -3.3
O -1.487701 0.630047 -3.952495 -3.7 -4.5 0.5
N -2.833701 -0.683953 -2.574495 -0.7 -1.9 4.2
N -3.023701 -0.919953 -4.786495 -0.6 -1.8 -2.7
H -2.187701 -0.372953 -1.779495 -0.7 -0.3 -0.4
H -3.385701 -1.573953 -2.471495 0.9 1.7 -0.1
H -2.566701 -0.645953 -5.670495 -0.7 -0.4 0.8
H -3.565701 -1.855953 -4.793495 1.5 2.5 0.3
C 3.206299 -2.376953 1.301505 -0.3 -8.6 3.8
O 3.438299 -3.560953 2.045505 -1.2 6.1 -3.6
N 4.029299 -1.399953 1.269505 4.8 2.7 2.2
N 2.112299 -2.177953 0.613505 -3.3 -1.1 -1.3
H 4.785299 -1.501953 2.023505 -1.2 0.2 -2.1
H 4.037299 -0.664953 0.525505 0.2 -0.3 0.7
H 1.366299 -2.873953 0.698505 0.8 0.2 -0.1
H 1.753299 -1.278953 0.249505 0.6 -0.4 0.3
C -2.756701 -3.139953 -0.254495 0.7 -0.6 1.7
O -3.162701 -4.304953 0.503505 0.8 0.8 -0.6
H -2.162701 -2.583953 0.465505 -0.1 0.5 -0.2
H -3.582701 -2.556953 -0.572495 -1.0 0.6 -0.1
H -2.105701 -3.285953 -1.098495 0.2 -0.8 -0.5
H -3.894701 -4.699953 0.055505 -0.7 -0.5 -0.4
C 0.104299 2.680047 -1.957495 1.2 0.1 -0.7
O -0.660701 3.033047 -3.088495 0.1 -0.9 -0.5
H 0.985299 3.360047 -1.947495 -0.5 -0.2 0.6
H 0.530299 1.665047 -2.066495 -0.3 0.5 -0.1
H -0.483701 2.703047 -1.051495 0.0 0.3 0.4
H -0.918701 2.157047 -3.452495 -0.4 0.8 0.1
C -2.902701 -2.285953 3.230505 -0.2 -0.9 0.1
O -2.349701 -3.372953 3.982505 0.1 0.9 0.2
H -3.603701 -2.726953 2.553505 -0.7 -0.1 -0.7
H -2.165701 -1.765953 2.599505 0.0 0.2 0.7
H -3.471701 -1.664953 3.917505 0.4 0.3 -0.1
H -1.855701 -3.864953 3.337505 0.4 -0.7 -0.2
C -4.069701 -0.040953 1.100505 -1.4 -0.9 -0.7
O -4.468701 1.303047 1.027505 1.1 0.9 1.2
H -3.037701 -0.250953 1.389505 -0.6 0.6 0.0
H -4.220701 -0.438953 0.125505 0.6 -0.6 -1.3
H -4.817701 -0.646953 1.622505 0.3 0.1 1.0
H -5.340701 1.357047 0.656505 -0.5 -0.1 -0.3
C 1.027299 -1.246953 3.529505 0.4 0.9 1.1
O 1.796299 -0.225953 2.851505 -0.6 -0.6 0.8
H 0.513299 -0.742953 4.350505 0.5 0.0 0.3
H 1.627299 -2.068953 3.877505 0.4 -0.2 0.2
H 0.197299 -1.653953 3.013505 -0.6 -0.4 -1.5
H 2.356299 -0.650953 2.195505 0.0 0.1 0.1
C -3.641701 2.557047 -1.824495 0.3 0.1 -1.2
O -2.945701 3.758047 -1.325495 -1.7 -1.6 -0.2
H -4.737701 2.553047 -1.985495 0.0 0.9 1.0
H -3.405701 1.608047 -1.344495 0.3 0.4 0.6
H -3.383701 2.373047 -2.878495 0.8 0.6 0.3
H -3.280701 3.953047 -0.431495 0.2 -0.4 -0.5
C 4.272299 -0.914953 -1.694495 2.4 1.2 -2.1
O 4.101299 0.249047 -0.911495 0.9 0.7 -0.2
H 4.651299 -0.685953 -2.727495 -0.2 0.1 0.9
H 3.378299 -1.370953 -1.865495 -2.7 -1.0 -0.1
H 4.937299 -1.619953 -1.255495 0.7 -0.6 0.6
H 4.876299 0.830047 -1.086495 -1.0 -0.5 0.3
C -0.470701 3.844047 2.826505 0.7 0.0 -0.1
O -0.633701 3.168047 1.630505 -1.4 -1.0 -1.3
H 0.497299 3.457047 3.119505 0.5 0.8 1.3
H -1.240701 3.585047 3.520505 -0.5 -0.2 0.8
H -0.520701 4.938047 2.714505 0.4 -0.4 -0.3
H -0.832701 2.219047 1.853505 0.3 1.5 -0.6
```
Positions in Å, forces in eV/Å.

Properties
LUMO level	0.0015	Eh
energy relative to the best compared isomer or geometry (same formula, charge and spin)	3.9	kcal per mole
spin multiplicity	1
gap between HOMO and LUMO	8.109	eV

=====

Entry from OMol25: a cluster of 15 separate species, C18H66N8O15 in total (ωB97M-V/def2-TZVPD).

XYZ file:
```
107
Properties=species:S:1:pos:R:3:forces:R:3
C -0.839747 0.161278 -3.510828 -1.7 1.7 1.3
C -2.029012 0.925682 -2.906665 -1.2 -0.1 -2.8
O -2.159162 0.766599 -1.517952 -0.5 0.2 0.4
H -0.638617 0.517656 -4.479331 0.0 0.2 -1.4
H -1.016013 -0.863219 -3.457527 -0.2 -1.8 -0.2
H -0.001104 0.377576 -2.945885 1.8 0.3 1.2
H -2.958894 0.465107 -3.404991 1.0 1.1 0.7
H -1.941995 2.009035 -3.191321 -0.2 -0.8 0.3
H -3.016803 1.142204 -1.227972 0.2 -0.3 -0.2
C 3.062863 -1.420807 4.003001 0.0 -1.9 -1.3
C 2.987264 -2.607299 2.958699 1.0 1.9 -0.5
O 2.426993 -3.724154 3.497358 -2.6 -0.6 2.2
H 3.394739 -0.535772 3.538588 -0.1 1.3 -0.9
H 3.873679 -1.574662 4.702386 -0.2 -0.6 0.6
H 2.108247 -1.254669 4.485379 -0.1 0.0 0.2
H 3.958243 -2.938273 2.681546 1.6 0.6 -0.3
H 2.542136 -2.428258 1.958180 -0.3 0.8 0.6
H 2.859246 -4.467287 3.149916 0.7 -1.6 -0.6
C -0.145247 4.689573 -0.474008 -0.4 1.5 0.5
C 0.131437 4.017907 -1.781254 0.4 2.2 -0.2
O 0.875937 2.918932 -1.511341 2.6 -1.5 -0.9
H -0.543938 3.945038 0.193103 -0.3 0.0 0.5
H -0.860201 5.511572 -0.620326 0.0 -0.2 0.3
H 0.755683 5.152396 0.015675 -0.6 -0.6 -0.6
H 0.729031 4.775239 -2.365760 -0.4 -1.1 0.0
H -0.760567 3.759095 -2.347652 -0.3 0.2 -0.1
H 0.472293 2.292276 -0.897305 -0.4 0.1 0.0
C 0.769632 0.200883 0.145512 1.6 -6.6 -4.0
O 0.684766 -0.914302 -0.683780 0.7 4.7 3.5
N 1.766454 0.447872 0.968476 4.1 -0.9 0.8
N -0.136963 1.087693 0.150174 -4.4 2.2 -0.8
H 2.599760 -0.229781 0.943659 -1.5 1.3 0.0
H 1.998815 1.446116 1.276470 -1.2 -2.4 -1.2
H -0.927971 0.904058 -0.526380 0.3 0.3 1.0
H -0.253785 1.738597 0.938897 0.0 -0.2 -0.5
C -4.485410 -1.634057 -2.331703 -4.3 5.1 0.4
O -5.215767 -0.474828 -2.160733 3.7 -5.3 -0.4
N -5.019165 -2.772336 -2.695172 -4.6 -3.4 -1.7
N -3.206194 -1.794308 -2.169888 1.8 1.2 0.9
H -6.049476 -2.891516 -2.848095 1.6 0.8 0.3
H -4.527879 -3.634573 -2.961827 0.2 1.1 0.6
H -2.755234 -0.982389 -1.849002 1.1 0.8 0.4
H -2.721447 -2.498272 -2.686562 0.0 -0.3 0.0
C -0.427891 0.445893 4.097187 -3.3 0.5 8.2
O -0.500609 0.838962 5.394463 0.3 -1.6 -5.7
N 0.589752 0.730896 3.368703 1.6 0.4 -2.6
N -1.393166 -0.269939 3.513393 -1.5 -0.7 0.1
H 1.338505 1.191497 3.834890 1.2 0.1 0.1
H 0.697105 0.340214 2.411740 0.4 0.1 1.5
H -2.253141 -0.520957 4.010902 0.9 0.5 0.0
H -1.492525 -0.382378 2.509101 0.2 -0.1 0.1
C 3.231572 2.452663 2.250008 -2.1 -1.7 7.7
O 3.089816 1.869160 3.519966 0.5 3.4 -6.7
N 4.251161 2.212461 1.517331 4.5 -3.3 1.8
N 2.379699 3.196878 1.575378 -2.7 1.6 0.7
H 5.001687 1.738676 2.037258 -0.1 0.5 -0.7
H 4.421245 2.763785 0.759475 1.0 1.6 -2.3
H 1.483225 3.427105 2.004033 0.1 0.3 -0.2
H 2.575431 3.593412 0.658298 -0.1 -0.3 0.4
C -3.297429 3.438375 -0.518767 1.2 0.0 0.7
O -4.473277 2.745432 -0.674970 -1.3 -1.1 -0.5
H -2.794349 3.397343 -1.459614 1.3 -0.1 -0.4
H -2.710255 3.033828 0.328907 -0.2 0.2 -0.7
H -3.512666 4.457487 -0.369399 0.0 1.6 0.7
H -4.671932 2.937874 -1.596338 -0.9 -0.5 0.1
C 1.965614 -4.312256 -0.705557 3.2 0.5 -0.4
O 2.531854 -2.990078 -0.740452 -0.2 0.0 -0.1
H 1.062854 -4.273331 -1.172427 -2.7 -0.2 -0.7
H 1.930155 -4.651202 0.311374 -0.2 -0.5 0.4
H 2.559979 -5.055556 -1.335616 -0.2 1.1 0.9
H 1.834935 -2.268914 -0.660328 0.5 -0.9 -0.1
C 2.268570 -0.537168 -3.813371 1.1 0.5 -1.5
O 1.941988 -0.400611 -5.236112 -0.9 -0.6 1.3
H 3.274290 -0.939676 -3.685553 0.0 0.0 0.0
H 1.602358 -1.136732 -3.239728 -0.8 -1.0 -0.4
H 2.177535 0.404566 -3.311468 0.3 0.9 0.0
H 2.690680 -0.196004 -5.795208 0.4 0.0 0.5
C -3.780711 0.031343 1.029978 0.0 0.0 1.9
O -2.571134 -0.716506 1.126794 -1.0 0.0 -0.4
H -4.576130 -0.282012 1.716051 0.3 -0.4 0.1
H -4.167720 -0.022010 0.081548 -1.1 -0.2 -2.5
H -3.659412 1.063486 1.243992 0.7 1.0 0.3
H -2.881519 -1.565192 0.792767 0.9 -0.5 0.2
C -0.884429 -3.860238 -2.363173 0.3 0.7 0.3
O -2.000173 -3.994164 -3.175832 -1.5 -0.7 -1.1
H -1.003584 -4.313300 -1.406883 -0.3 -0.4 0.9
H -0.622149 -2.810722 -2.232654 -0.2 0.1 0.1
H -0.092536 -4.313345 -2.861807 1.8 -0.8 -0.7
H -2.045817 -4.893466 -3.544171 0.1 0.6 0.3
C -0.168779 -3.077689 1.384978 -2.0 0.8 -1.1
O -1.367745 -3.386377 2.130990 1.0 0.6 1.1
H 0.239071 -2.126345 1.779947 0.3 -0.7 -0.4
H -0.461021 -2.949057 0.308840 0.3 0.1 1.1
H 0.420037 -3.949466 1.469534 1.4 -0.4 0.1
H -0.985054 -3.237637 3.027972 -1.2 -0.4 -0.5
C 4.194427 -0.231193 -1.104572 -1.4 0.0 -1.9
O 4.401758 -0.200552 0.274926 0.0 2.2 0.9
H 3.093142 -0.006002 -1.458387 2.0 -0.1 1.0
H 4.337020 -1.265874 -1.314184 0.0 -0.8 -0.7
H 4.918442 0.352649 -1.744831 -0.6 -0.2 0.9
H 4.287495 0.752362 0.567386 0.2 -1.9 -0.4
C -1.628836 3.146419 2.729738 -0.1 1.9 0.4
O -0.286153 3.003631 2.310991 -0.2 0.0 -1.0
H -2.235566 2.264925 2.706361 -0.1 -0.8 -0.3
H -2.113462 3.966589 2.176811 0.3 -0.4 -0.2
H -1.583489 3.506644 3.734544 -0.3 0.0 1.0
H 0.064632 2.219778 2.771085 0.1 -0.2 0.5
```
Positions in Å, forces in eV/Å.

Properties
LUMO level	0.0014	Eh
energy relative to the best compared isomer or geometry (same formula, charge and spin)	19.6	kcal per mole
spin multiplicity	1
gap between HOMO and LUMO	8.892	eV

=====

| no. | DFT total energy (eV) |
| --- | --- |
| 1 | -62364.41273 |
| 2 | -62363.73377 |